C4H10N2O2 | the ωB97M-V functional and the def2-TZVPD basis

Last columns: bonded neighbours and bond lengths (Å).
Cartesian coordinates (Å):
1 C -1.823 -1.235 1.823  C2 1.488, H5 1.087, H6 1.094, H7 1.124
2 C -0.914 -0.061 1.907  C1 1.488, N3 1.410, O4 1.217
3 N -0.764 0.818 0.815  C2 1.410, H8 0.999, H9 1.006
4 O -0.171 0.148 2.848  C2 1.217
5 H -2.593 -1.117 1.065  C1 1.087
6 H -2.022 -1.419 2.883  C1 1.094
7 H -1.265 -2.096 1.363  C1 1.124
8 H -0.670 1.803 0.946  N3 0.999
9 H -0.966 0.398 -0.078  N3 1.006
10 C 0.701 1.432 -2.199  C11 1.533, H14 1.134, H15 1.068, H16 1.137
11 C 0.857 -0.008 -1.696  C10 1.533, N12 1.378, O13 1.213
12 N 2.076 -0.427 -1.208  C11 1.378, H17 1.014, H18 1.017
13 O 0.001 -0.822 -1.970  C11 1.213
14 H -0.384 1.730 -2.062  C10 1.134
15 H 0.896 1.545 -3.243  C10 1.068
16 H 1.377 2.064 -1.538  C10 1.137
17 H 2.153 -1.248 -0.616  N12 1.014
18 H 2.904 0.155 -1.113  N12 1.017

Values from the calculation:
* HOMO level: -0.353 Ha
* Kohn-Sham gap: 0.379 hartree
* multiplicity: 1
* molecular weight: 118.1 g mol⁻¹
* energy above the lowest of the compared OMol25 structures with the same formula, charge and spin: 30.2 kcal per mole
* charge: 0
* strongest force on any atom: 3.2 eV/A
* structure (SMILES): CC(N)=O.CC(N)=O
* DFT total energy: -418.41276 Ha

Okay, here come the Löwdin numbers, in e, for every atom: -0.012, -0.571, 0.137, 0.034, 0.078, 0.093, 0.104, 0.094, 0.054, -0.021, -0.616, 0.145, 0.021, 0.096, 0.064, 0.093, 0.107, 0.100